8 unconnected molecules or ions with the total composition C8H34N2O8, computed with ωB97M-V/def2-TZVPD.

Lowest unoccupied orbital energy, eV: 0.0507
SMILES string: COC[C@H](C)N.COC[C@H](C)N.O.O.O.O.O.O
Energy relative to the best compared isomer or geometry (same formula, charge and spin), kcal/mol: 49.50
Highest occupied orbital energy, eV: -9.410
Spin multiplicity: 1

Each line ends with the Mulliken charge.
CARTESIAN COORDINATES (ANGSTROEM)
O: 0.628 -2.280 -3.198  -0.61
H: 0.846 -2.962 -3.833  0.31
H: -0.182 -2.584 -2.788  0.31
O: 2.533 4.376 1.297  -0.65
H: 1.827 4.670 0.721  0.33
H: 2.881 3.594 0.869  0.32
O: -2.784 -2.778 -0.664  -0.62
H: -3.457 -3.006 -0.022  0.30
H: -2.297 -2.062 -0.257  0.33
O: 2.373 1.015 -1.960  -0.60
H: 3.118 1.091 -2.556  0.28
H: 1.862 0.283 -2.306  0.31
O: -1.874 -0.982 4.618  -0.63
H: -1.626 -0.697 3.739  0.31
H: -1.296 -0.491 5.202  0.32
O: -0.902 0.721 0.521  -0.63
H: -1.461 1.066 -0.175  0.30
H: -0.015 0.771 0.163  0.31
C: -1.994 6.416 -0.768  -1.34
C: -1.849 4.882 -1.088  0.40
C: -3.056 4.243 -1.806  -0.74
O: -2.748 2.927 -2.148  -0.23
C: -3.731 2.286 -2.953  -0.85
N: -0.624 4.843 -1.951  -0.70
H: -1.153 6.622 -0.105  0.33
H: -2.913 6.711 -0.263  0.36
H: -1.759 7.060 -1.616  0.32
H: -1.565 4.358 -0.175  0.33
H: -3.316 4.760 -2.730  0.36
H: -3.850 4.264 -1.060  0.34
H: -3.724 2.784 -3.923  0.33
H: -4.779 2.429 -2.692  0.35
H: -3.535 1.217 -3.032  0.25
H: -0.277 3.898 -2.030  0.25
H: -0.819 5.023 -2.925  0.24
C: 2.906 -5.596 0.542  -1.35
C: 2.023 -5.341 1.840  0.33
C: 2.013 -3.891 2.224  -0.66
O: 3.269 -3.604 2.810  -0.33
C: 3.619 -2.324 3.259  -0.69
N: 0.675 -5.800 1.571  -0.72
H: 3.161 -6.653 0.617  0.38
H: 3.831 -5.029 0.436  0.32
H: 2.301 -5.591 -0.365  0.35
H: 2.421 -5.878 2.701  0.33
H: 1.216 -3.676 2.936  0.45
H: 1.840 -3.433 1.250  0.26
H: 4.007 -1.637 2.507  0.27
H: 4.400 -2.403 4.015  0.24
H: 2.741 -1.774 3.598  0.28
H: 0.838 -6.658 1.066  0.28
H: 0.257 -5.182 0.890  0.26


11 unconnected molecules or ions with the total composition C8H34O10, computed with ωB97M-V/def2-TZVPD.

Lowest unoccupied orbital energy, eV: -0.2476
SMILES string: C=CCC(=C)CCC.O.O.O.O.O.O.O.O.O.O
Energy relative to the best compared isomer or geometry (same formula, charge and spin), kcal/mol: 15.43
Highest occupied orbital energy, eV: -9.457
Spin multiplicity: 1

Each line ends with the Mulliken charge.
CARTESIAN COORDINATES (ANGSTROEM)
C: -0.288 2.162 2.421  -1.55
C: -0.822 1.395 1.210  0.33
C: 0.060 1.337 -0.044  0.70
C: -0.291 2.428 -1.049  0.53
C: 0.575 3.429 -1.194  -1.32
C: -1.524 2.284 -1.897  -1.05
C: -1.275 1.231 -2.941  0.06
C: -1.394 -0.065 -2.702  -0.93
H: 0.384 2.990 2.176  0.36
H: -1.048 2.687 2.993  0.35
H: 0.279 1.407 2.959  0.37
H: -1.205 0.408 1.443  -0.16
H: -1.784 1.865 0.953  0.25
H: 1.110 1.494 0.167  -0.18
H: 0.023 0.389 -0.586  0.03
H: 1.526 3.520 -0.692  0.34
H: 0.325 4.229 -1.890  0.32
H: -1.738 3.255 -2.350  0.48
H: -2.409 2.014 -1.316  0.31
H: -0.953 1.542 -3.930  0.35
H: -1.007 -0.904 -3.267  0.27
H: -1.885 -0.435 -1.802  0.26
H: -4.470 -1.935 1.564  0.32
H: -3.852 -3.196 2.132  0.40
O: -4.330 -2.381 2.392  -0.74
H: 3.709 0.867 0.760  0.35
H: 5.107 0.225 0.859  0.29
O: 4.544 0.906 1.233  -0.68
H: 3.508 -2.378 -3.212  0.28
H: 2.111 -2.880 -3.445  0.28
O: 2.600 -2.236 -2.921  -0.57
H: 1.840 -2.410 -0.912  0.32
H: 1.995 -1.384 0.257  0.31
O: 1.697 -2.273 0.031  -0.70
H: -0.848 -0.752 3.770  0.36
H: 0.345 -1.536 3.285  0.31
O: 0.127 -0.743 3.784  -0.67
H: 0.215 -2.161 0.912  0.35
H: -0.901 -1.057 1.112  0.15
O: -0.718 -2.002 1.171  -0.60
H: -2.100 -4.646 1.119  0.31
H: -1.780 -3.177 1.001  0.54
O: -2.556 -3.813 0.955  -0.73
H: 2.796 -0.232 -1.591  0.16
H: 2.844 1.317 -1.871  0.19
O: 2.677 0.640 -1.208  -0.35
H: -3.401 -0.294 3.821  0.26
H: -2.990 -1.370 2.830  0.40
O: -2.622 -0.646 3.399  -0.66
H: 1.794 2.417 -3.965  0.29
H: 2.395 1.482 -4.974  0.28
O: 2.401 1.671 -4.032  -0.59


A molecular structure, C8H36AsF6N16O10, computed with ωB97M-V/def2-TZVPD.

Lowest unoccupied orbital energy (alpha / beta), eV: 4.0173 / 3.9709
⟨S²⟩: 0.75
Highest occupied orbital energy (alpha / beta), eV: 0.435 / -4.026
Charge: -2
Spin multiplicity: 2

Each line ends with the Mulliken spin population.
CARTESIAN COORDINATES (ANGSTROEM)
As: 8.317 17.623 1.433  0.72
F: 7.850 19.312 1.475  0.16
F: 8.672 17.731 -0.316  -0.05
F: 8.838 15.880 1.336  0.08
F: 8.031 17.488 3.223  -0.03
F: 6.591 17.208 1.182  0.04
F: 9.920 18.220 1.919  0.00
C: 8.001 21.392 -2.167  0.02
O: 9.208 21.199 -2.479  -0.01
N: 7.191 22.287 -2.695  0.00
N: 7.602 20.556 -1.252  0.00
H: 7.276 22.656 -3.631  0.00
H: 6.233 22.071 -2.461  0.00
H: 8.296 19.979 -0.797  -0.01
H: 6.634 20.600 -0.969  0.00
C: 7.516 22.922 3.843  0.00
O: 6.588 23.478 4.303  0.00
N: 8.476 23.555 3.341  0.00
N: 7.618 21.623 3.538  0.01
H: 8.448 24.528 3.070  0.00
H: 9.062 22.949 2.784  0.00
H: 6.832 21.055 3.820  0.00
H: 8.385 21.182 3.051  0.00
C: 8.314 12.663 0.622  0.04
O: 7.843 13.171 -0.335  -0.01
N: 8.738 13.301 1.728  -0.01
N: 8.501 11.418 0.719  0.00
H: 8.720 14.309 1.669  0.00
H: 9.233 12.778 2.436  -0.01
H: 9.166 10.959 1.324  0.00
H: 7.833 10.863 0.205  0.00
C: 8.659 15.571 6.560  0.02
O: 8.756 14.904 7.518  0.00
N: 8.634 16.838 6.573  0.00
N: 8.464 15.179 5.373  0.00
H: 8.374 17.362 7.397  0.00
H: 8.820 17.323 5.707  0.00
H: 8.163 15.843 4.674  0.00
H: 8.423 14.185 5.200  0.00
C: 10.845 21.365 1.518  0.02
O: 10.444 21.646 2.636  0.00
N: 10.008 21.054 0.600  0.00
N: 12.068 21.193 1.173  0.00
H: 9.042 20.902 0.852  0.00
H: 10.268 21.274 -0.351  0.00
H: 12.242 20.518 0.442  -0.01
H: 12.831 21.325 1.822  0.00
C: 4.677 19.853 2.564  0.02
O: 4.215 20.633 3.333  0.00
N: 5.490 20.350 1.667  0.00
N: 4.646 18.576 2.482  -0.01
H: 5.780 21.316 1.616  0.00
H: 5.833 19.802 0.891  0.01
H: 4.035 17.903 2.923  0.00
H: 5.164 18.260 1.675  0.00
C: 10.944 19.861 5.365  0.02
O: 10.767 20.533 6.344  0.00
N: 10.137 18.946 4.978  0.00
N: 11.955 19.922 4.695  0.00
H: 10.387 18.500 4.106  0.01
H: 9.163 19.205 5.035  0.00
H: 12.523 20.757 4.685  0.00
H: 12.198 19.255 3.976  -0.01
C: 4.890 14.556 0.091  0.02
O: 3.895 14.966 0.676  0.00
N: 4.917 13.460 -0.653  0.00
N: 6.084 15.033 0.210  -0.02
H: 5.858 13.118 -0.522  0.00
H: 4.078 12.938 -0.862  0.00
H: 6.874 14.551 -0.193  0.00
H: 6.187 15.872 0.762  -0.02
O: 8.901 16.374 -2.481  0.00
H: 9.803 16.190 -2.219  0.00
H: 8.578 16.983 -1.817  0.00
O: 10.907 15.220 -1.047  -0.01
H: 11.412 14.482 -0.703  0.00
H: 10.194 15.335 -0.419  0.01


9 unconnected molecules or ions with the total composition C8H36N2O12S, computed with ωB97M-V/def2-TZVPD.

Lowest unoccupied orbital energy, eV: -1.9101
Highest occupied orbital energy, eV: -7.832
Spin multiplicity: 1

Each line ends with the Mulliken charge.
CARTESIAN COORDINATES (ANGSTROEM)
O: 1.323 -1.408 -2.350  -0.38
H: 1.919 -1.063 -3.019  0.41
H: 1.337 -0.867 -1.557  0.42
H: 0.411 -1.534 -2.623  0.61
O: 2.343 2.071 -1.118  -0.32
H: 1.746 2.726 -1.487  0.44
H: 1.936 1.299 -0.719  0.40
H: 2.868 1.670 -1.814  0.44
O: -1.178 1.447 -0.795  -0.33
H: -0.501 0.924 -0.360  0.20
H: -0.848 2.274 -1.152  0.53
H: -1.652 0.960 -1.474  0.50
O: 0.003 2.714 -4.469  -0.35
H: -0.580 1.970 -4.637  0.52
H: 0.865 2.365 -4.709  0.43
H: 0.092 2.911 -3.534  0.41
O: 0.111 3.247 -1.849  -1.14
H: -0.239 4.093 -1.507  0.16
O: 0.851 0.007 -0.271  -1.06
H: 1.302 -0.244 0.559  -0.03
S: -1.945 -0.275 -3.748  1.16
O: -1.323 0.663 -4.689  -0.88
O: -0.935 -1.163 -3.126  -0.88
O: -2.504 0.517 -2.682  -0.80
O: -3.050 -1.050 -4.261  -0.69
C: -0.916 -2.794 1.207  -1.53
C: -1.926 -2.687 0.120  0.92
C: -3.397 -3.080 0.404  -0.85
O: -4.180 -3.118 -0.688  -0.22
C: -5.388 -3.810 -0.408  -0.85
N: -1.623 -1.382 -0.328  -0.30
H: -0.920 -3.760 1.712  0.47
H: -0.994 -2.082 2.029  0.30
H: 0.078 -2.672 0.777  0.33
H: -1.621 -3.421 -0.627  0.15
H: -3.903 -2.437 1.125  0.33
H: -3.374 -4.087 0.821  0.36
H: -6.113 -3.337 0.254  0.31
H: -5.205 -4.818 -0.035  0.34
H: -5.946 -4.071 -1.307  0.30
H: -0.675 -1.099 -0.125  0.27
H: -1.572 -1.543 -1.324  -0.12
C: 0.607 2.213 2.869  -1.27
C: 1.928 2.230 3.574  0.31
C: 2.722 0.959 3.165  -0.14
O: 4.036 1.101 3.635  -0.33
C: 4.843 -0.024 3.423  -0.79
N: 2.553 3.490 3.130  -0.60
H: 0.045 1.316 3.126  0.36
H: 0.608 2.223 1.779  0.02
H: 0.006 3.078 3.152  0.44
H: 1.963 2.380 4.653  0.37
H: 2.592 0.789 2.097  -0.17
H: 2.135 0.095 3.476  0.41
H: 5.909 0.203 3.397  0.32
H: 4.850 -0.359 2.385  0.25
H: 4.539 -0.877 4.029  0.32
H: 2.656 3.550 2.127  0.18
H: 3.332 3.576 3.767  0.29


Here are the calculated max |F| numbers, same order: 2.67; 1.89; 12.47; 4.65 (eV/Å).